Entry 1:
{"formula": "C37H42AsF6N5OS3TeTi", "method": "ωB97M-V with the def2-TZVPD basis set", "species": ["Ti", "C", "C", "N", "C", "S", "N", "N", "C", "C", "C", "C", "C", "C", "C", "N", "H", "H", "H", "H", "H", "H", "H", "H", "H", "H", "H", "H", "H", "C", "C", "C", "C", "C", "C", "C", "C", "S", "C", "N", "C", "C", "C", "C", "C", "C", "C", "C", "H", "H", "H", "H", "H", "H", "H", "H", "H", "H", "H", "H", "H", "H", "H", "H", "O", "S", "C", "C", "C", "C", "H", "H", "H", "H", "H", "H", "H", "H", "Te", "C", "C", "C", "C", "C", "C", "H", "H", "H", "H", "H", "F", "As", "F", "F", "F", "F", "F"], "xyz": [[0.19661, -1.79501, 0.51177], [-4.93198, -0.45865, -1.68810], [-5.08929, 0.30876, -0.38198], [-3.89592, 1.02196, 0.05802], [-2.81023, 0.30618, 0.54962], [-1.37494, 1.32094, 0.90579], [-2.93163, -0.94718, 0.73863], [-1.91985, -1.70011, 1.27288], [-2.36455, -2.82105, 1.85574], [-3.82913, -3.08618, 2.00564], [-1.38319, -3.74716, 2.25946], [-1.62350, -4.91028, 3.04122], [-0.59353, -5.73556, 3.37750], [0.71460, -5.43849, 2.92766], [0.88548, -4.32215, 2.15042], [-0.10970, -3.49115, 1.81333], [-5.86530, -0.96718, -1.94107], [-4.13889, -1.19898, -1.60921], [-4.67848, 0.21591, -2.50834], [-5.36771, -0.37242, 0.42207], [-5.88600, 1.05288, -0.47277], [-3.61280, 1.78968, -0.53413], [-4.31694, -2.94353, 1.04069], [-4.29962, -2.38728, 2.70362], [-4.01701, -4.10042, 2.34762], [-2.62434, -5.12185, 3.38905], [-0.77787, -6.61438, 3.98338], [1.55713, -6.07077, 3.16667], [1.85784, -4.06603, 1.74897], [3.65032, -2.71110, -4.16509], [3.96467, -1.21418, -4.03848], [2.77677, -0.40057, -4.57234], [5.18771, -0.90333, -4.90081], [4.18271, -0.85917, -2.56738], [5.34580, -0.22519, -2.10543], [5.50653, 0.14078, -0.77939], [4.47828, -0.12990, 0.11270], [4.32696, 0.26321, 1.79836], [2.72488, -0.41609, 1.78236], [2.35546, -0.92929, 0.65692], [3.31868, -0.77680, -0.32754], [3.17453, -1.14601, -1.65907], [1.78861, -0.41353, 2.89530], [2.15134, 0.08271, 4.14537], [1.21775, 0.10074, 5.16408], [-0.06193, -0.37307, 4.89830], [-0.40218, -0.85559, 3.64092], [0.50821, -0.90084, 2.57525], [3.47103, -2.96873, -5.21176], [2.76092, -2.98472, -3.59734], [4.48316, -3.31426, -3.79734], [2.59195, -0.64087, -5.62189], [2.97693, 0.67097, -4.49172], [1.86228, -0.61617, -4.01975], [4.97847, -1.18052, -5.93581], [6.06554, -1.46541, -4.57427], [5.43386, 0.16060, -4.88592], [6.14676, 0.00137, -2.79550], [6.40981, 0.64158, -0.45492], [2.25619, -1.63452, -1.95352], [3.15356, 0.46025, 4.31852], [1.47630, 0.48337, 6.14334], [-0.81157, -0.35828, 5.68249], [-1.41422, -1.20527, 3.48633], [1.69577, 2.39677, 1.13203], [1.96856, 3.23575, -0.07144], [0.43553, 4.15933, -0.44709], [0.06225, 3.89224, -1.89930], [0.40383, 2.42621, -2.15892], [1.79146, 2.20919, -1.57265], [0.59010, 5.21065, -0.20794], [-0.29731, 3.73727, 0.24407], [0.64121, 4.54021, -2.56463], [-0.99445, 4.10501, -2.07164], [0.37937, 2.17657, -3.22107], [-0.30689, 1.77380, -1.65040], [2.58179, 2.53948, -2.25259], [1.98319, 1.18431, -1.26862], [-1.88834, 2.22559, 3.03856], [-2.84050, 4.02037, 2.43087], [-2.24471, 5.23297, 2.77265], [-2.85355, 6.43716, 2.44010], [-4.05425, 6.43856, 1.74648], [-4.64725, 5.23295, 1.39384], [-4.05112, 4.02932, 1.74252], [-1.29079, 5.23501, 3.28609], [-2.38189, 7.37342, 2.71261], [-4.52650, 7.37542, 1.47797], [-5.58522, 5.22975, 0.85170], [-4.51426, 3.08730, 1.47607], [0.17820, -0.38547, -0.67128], [-0.72786, -1.99440, -2.97642], [-0.84283, -1.61695, -4.73081], [-1.89124, -0.75110, -2.63399], [-1.86919, -3.28231, -3.18634], [-1.03106, -2.55711, -0.88206], [1.32266, -3.01999, -0.25750]], "atomic_forces_ev_per_a": [[0.025, -0.203, -0.015], [0.015, -0.006, 0.008], [0.019, 0.013, -0.012], [-0.003, -0.009, -0.037], [-0.062, 0.022, 0.010], [0.027, -0.122, -0.006], [0.052, 0.071, 0.042], [0.064, -0.001, -0.015], [0.081, -0.022, -0.117], [-0.020, 0.072, 0.049], [-0.054, -0.043, -0.114], [-0.025, 0.067, 0.069], [0.034, -0.009, -0.010], [-0.035, 0.007, 0.008], [0.016, -0.001, 0.012], [-0.041, -0.053, 0.012], [-0.005, 0.007, 0.001], [0.003, 0.000, -0.001], [0.009, -0.005, -0.002], [-0.002, -0.003, 0.006], [0.005, -0.001, 0.013], [-0.004, 0.005, 0.048], [-0.003, -0.013, 0.001], [0.004, 0.020, -0.013], [-0.003, 0.007, 0.005], [0.009, -0.005, 0.003], [-0.003, 0.002, 0.002], [0.005, 0.003, -0.003], [-0.003, 0.002, -0.004], [-0.017, 0.004, -0.012], [0.001, -0.013, 0.007], [0.004, 0.005, 0.000], [0.010, 0.000, -0.004], [-0.004, -0.016, 0.004], [0.011, 0.013, -0.032], [-0.007, 0.012, 0.047], [0.024, -0.020, -0.081], [-0.045, -0.007, -0.023], [0.036, 0.049, 0.075], [-0.091, 0.067, 0.064], [-0.103, -0.043, 0.034], [0.034, 0.011, 0.004], [-0.013, 0.004, -0.112], [-0.089, -0.006, 0.078], [0.043, -0.006, -0.050], [-0.014, 0.014, 0.029], [0.031, -0.057, -0.102], [0.093, 0.023, 0.045], [0.003, 0.001, 0.002], [0.000, 0.000, -0.002], [0.003, 0.003, 0.003], [-0.004, 0.003, -0.001], [0.003, -0.001, 0.001], [-0.002, -0.002, 0.004], [0.001, -0.002, -0.001], [0.001, 0.000, 0.005], [-0.005, -0.001, -0.005], [-0.003, -0.003, 0.005], [0.000, -0.001, 0.001], [0.004, 0.005, -0.007], [0.009, 0.004, -0.022], [-0.005, 0.000, 0.001], [-0.005, -0.011, -0.004], [-0.001, 0.015, 0.047], [-0.017, 0.028, 0.009], [0.036, -0.040, -0.016], [-0.002, 0.032, 0.024], [-0.006, -0.001, -0.011], [-0.038, -0.026, 0.049], [0.016, 0.116, -0.063], [-0.005, 0.014, -0.006], [0.028, 0.010, -0.018], [-0.003, 0.003, -0.005], [-0.002, 0.007, -0.005], [-0.007, -0.005, 0.001], [0.030, 0.010, -0.031], [-0.003, -0.026, -0.001], [-0.003, -0.039, 0.039], [-0.092, -0.058, 0.002], [0.087, 0.116, 0.033], [-0.010, -0.016, -0.041], [0.000, 0.000, -0.009], [0.001, -0.007, -0.005], [-0.017, -0.003, -0.014], [0.009, -0.060, 0.024], [-0.003, -0.001, 0.016], [0.006, -0.004, 0.000], [0.000, -0.001, 0.001], [0.001, -0.003, 0.001], [-0.016, 0.006, -0.009], [-0.043, 0.078, 0.062], [-0.052, -0.071, 0.079], [0.041, 0.040, 0.018], [-0.009, -0.026, -0.015], [-0.037, 0.010, -0.060], [0.015, 0.003, 0.001], [0.087, 0.070, 0.012]], "mulliken_spin": [-0.01, 0.00, -0.01, 0.03, 0.07, 0.01, -0.03, 0.22, 0.14, 0.00, 0.13, 0.04, 0.04, 0.16, -0.06, 0.15, 0.00, 0.00, 0.00, 0.00, 0.00, 0.00, 0.01, 0.01, 0.00, 0.02, 0.00, 0.01, 0.01, 0.00, 0.00, 0.00, 0.00, 0.00, 0.00, 0.00, 0.00, 0.00, 0.00, 0.00, 0.00, 0.00, 0.02, -0.01, 0.00, -0.01, 0.04, 0.00, 0.00, 0.00, 0.00, 0.00, 0.00, 0.00, 0.00, 0.00, 0.00, 0.00, 0.00, 0.00, 0.00, 0.00, 0.00, -0.02, 0.00, 0.00, 0.00, 0.00, 0.00, 0.00, 0.00, 0.00, 0.00, 0.00, 0.00, 0.00, 0.00, 0.00, 0.02, 0.00, 0.00, 0.00, 0.00, 0.00, 0.00, 0.00, 0.00, 0.00, 0.00, 0.00, -0.01, 0.00, 0.00, 0.00, 0.00, 0.00, 0.00], "homo_lumo_gap_ev": [4.82, 7.26], "total_charge": -1, "s_squared": 0.7705, "spin_multiplicity": 2, "lumo_energy_ev": [2.07, 2.04], "homo_energy_ev": [-2.8, -5.2]}

=====

Entry 2:
{"formula": "C37H42BrGe2N2O2Pd", "method": "ωB97M-V with the def2-TZVPD basis set", "species": ["Pd", "C", "O", "C", "C", "C", "Br", "C", "C", "C", "O", "C", "N", "C", "C", "C", "C", "C", "C", "N", "H", "H", "H", "H", "H", "H", "H", "H", "H", "H", "H", "C", "C", "Ge", "C", "C", "C", "C", "Ge", "C", "C", "C", "C", "C", "C", "C", "C", "C", "C", "H", "H", "H", "H", "H", "H", "H", "H", "H", "H", "H", "H", "H", "H", "H", "H", "H", "H", "H", "H", "H", "H", "H", "H", "H", "H", "C", "C", "C", "C", "C", "C", "C", "H", "H", "H", "H", "H"], "xyz": [[0.37827, 0.13492, 0.05103], [2.60249, 4.41010, -0.03753], [1.40833, 3.61644, 0.07552], [0.27310, 4.33390, -0.07423], [0.27102, 5.71797, -0.14726], [-0.94070, 6.39945, -0.09768], [-0.84821, 8.25247, -0.28968], [-2.17390, 5.75882, -0.04971], [-2.18517, 4.32545, -0.01648], [-0.94927, 3.60149, 0.03341], [-0.83566, 2.33323, 0.50478], [-3.57713, 3.82470, 0.07100], [-4.61625, 4.70041, 0.01961], [-5.77662, 3.97090, 0.05588], [-7.11583, 4.33535, -0.02815], [-8.06896, 3.33563, -0.00074], [-7.72018, 1.96988, 0.05037], [-6.38962, 1.57911, 0.15949], [-5.43837, 2.58419, 0.12998], [-4.05302, 2.52664, 0.18423], [2.71353, 5.09237, 0.84973], [2.67093, 4.96311, -1.00197], [3.40745, 3.68887, -0.03582], [1.19779, 6.26517, -0.23448], [-3.11753, 6.29954, -0.01033], [-1.53791, 1.61654, 0.26754], [-7.34335, 5.39691, -0.13246], [-9.13929, 3.58594, -0.03940], [-8.52689, 1.24224, 0.00053], [-6.08813, 0.53906, 0.21773], [-3.50094, 1.64896, 0.23499], [4.86911, 1.65541, 1.78668], [3.40034, 1.23979, 1.74008], [2.80934, 0.48949, -0.02157], [3.38440, 1.31157, -1.79474], [4.89774, 1.61338, -1.76190], [3.64973, -1.28498, -0.10170], [3.00415, -2.48352, -0.08742], [1.05031, -2.13141, -0.02694], [0.33869, -2.80635, -1.77353], [0.33331, -4.34128, -1.96804], [0.66386, -2.71244, 1.87846], [0.21997, -4.14954, 2.06013], [3.61923, -3.82614, -0.04122], [2.89458, -5.02343, 0.05113], [3.55443, -6.25388, 0.00928], [4.95524, -6.32139, -0.03505], [5.68619, -5.13378, -0.05043], [5.02421, -3.90459, -0.04654], [5.11799, 2.07100, 2.75907], [5.13173, 2.43052, 1.06048], [5.55798, 0.82369, 1.61796], [2.69975, 2.08173, 1.92043], [3.18858, 0.42666, 2.44829], [2.72442, 2.19444, -1.93255], [3.11941, 0.53474, -2.52447], [5.18484, 2.41244, -1.04052], [5.19331, 1.95220, -2.76476], [5.50489, 0.72666, -1.55489], [4.75456, -1.26776, -0.06166], [0.91625, -2.25399, -2.52974], [-0.68623, -2.38765, -1.80843], [1.34839, -4.71263, -2.14008], [-0.28429, -4.59778, -2.84908], [-0.13134, -4.83649, -1.10553], [-0.10714, -1.95982, 2.15202], [1.56704, -2.44288, 2.47451], [-0.41827, -4.49279, 1.22524], [-0.36427, -4.20750, 3.01004], [1.07747, -4.81654, 2.14172], [1.80122, -5.02186, 0.03527], [2.96298, -7.16209, 0.01083], [5.45145, -7.26582, -0.05763], [6.78215, -5.16646, -0.07253], [5.60288, -2.99853, -0.14407], [-1.60345, -0.04982, 0.13819], [-2.56235, -1.03064, 0.04611], [-3.39074, -1.12813, -1.12450], [-4.43926, -2.03115, -1.19357], [-4.65401, -2.93384, -0.14311], [-3.79418, -2.96243, 0.94999], [-2.78090, -2.02566, 1.07246], [-3.17204, -0.44510, -1.93779], [-5.07203, -2.07728, -2.06393], [-5.49888, -3.62550, -0.20288], [-3.92625, -3.72989, 1.70636], [-2.13649, -2.01073, 1.95619]], "atomic_forces_ev_per_a": [[1.000, 0.742, 0.078], [0.055, -0.165, 0.318], [0.790, 0.674, -0.469], [-0.943, -0.023, 0.475], [-0.295, -0.418, -0.137], [-0.789, -0.880, -0.406], [-0.118, 0.919, 0.064], [1.427, -0.549, -0.159], [0.498, 0.769, 0.223], [-1.003, 0.529, 1.086], [-0.141, 0.955, -0.718], [-2.126, 0.252, 0.177], [1.306, -0.756, -0.047], [1.144, -1.739, -0.159], [0.106, 0.555, 0.066], [-0.537, -0.172, -0.191], [0.101, 0.319, 0.206], [-0.318, -0.209, -0.259], [0.171, 0.688, 0.360], [0.577, -0.001, -0.257], [-0.143, -0.483, -0.880], [-0.281, -0.235, 0.654], [0.210, -0.145, 0.142], [-0.194, 0.054, 0.091], [0.398, -0.205, -0.133], [0.763, 0.255, -0.013], [-0.217, -0.301, 0.124], [0.575, -0.021, -0.074], [0.269, -0.011, 0.138], [-0.105, -0.009, -0.034], [-0.457, 0.890, -0.097], [0.070, 0.228, 0.261], [-0.143, 0.340, -0.890], [-1.444, -1.295, -0.526], [-0.040, 0.159, 1.632], [-0.239, 0.630, -0.752], [1.135, -1.145, 0.241], [-0.419, 1.762, -0.181], [0.709, 0.719, 0.246], [-0.843, -0.201, 0.749], [-0.422, 0.655, -0.639], [-0.259, 0.955, -0.684], [-0.720, 0.026, 0.830], [0.871, 0.229, 0.345], [0.121, -0.037, -0.539], [0.438, 0.246, 0.142], [-0.872, 0.785, 0.086], [-0.040, 0.201, 0.070], [0.010, -0.963, -0.387], [0.151, 0.081, 0.313], [-0.176, -0.097, 0.010], [-0.155, -0.078, -0.072], [0.514, -0.421, 0.196], [-0.020, 0.294, -0.128], [0.646, -0.406, -0.215], [0.121, 0.288, 0.132], [-0.299, -0.579, -0.485], [0.268, 0.106, 0.163], [-0.206, 0.039, 0.158], [-0.165, -0.194, -0.058], [-0.018, -0.310, 0.227], [0.368, -0.349, -0.126], [-0.246, -0.090, 0.144], [0.292, -0.041, 0.253], [0.244, -0.016, -0.185], [0.365, -0.711, 0.080], [-0.495, -0.289, -0.534], [0.159, 0.078, 0.464], [0.280, -0.387, -0.607], [-0.079, -0.078, 0.002], [0.495, 0.132, 0.150], [0.062, -0.026, 0.036], [0.244, -0.508, -0.018], [-0.437, 0.032, -0.020], [0.013, 0.018, 0.149], [-0.357, -0.290, 0.001], [-1.200, -1.376, -0.019], [-0.173, -0.048, 0.425], [0.454, -0.043, 0.485], [-0.414, -0.163, -0.462], [0.230, 0.220, 0.101], [0.059, 0.311, -0.263], [-0.100, -0.017, -0.016], [-0.130, 0.084, -0.188], [0.343, 0.130, 0.032], [-0.011, 0.147, 0.059], [-0.261, -0.016, -0.359]], "mulliken_spin": [0.12, 0.00, 0.00, 0.01, 0.00, 0.00, 0.00, 0.00, 0.00, 0.00, 0.04, 0.00, 0.00, 0.00, 0.00, 0.00, 0.00, -0.01, 0.00, -0.02, 0.00, 0.00, 0.00, 0.00, 0.00, 0.30, 0.00, 0.00, 0.00, 0.00, -0.04, 0.00, 0.02, -0.01, 0.03, 0.00, 0.02, 0.00, -0.09, 0.00, 0.00, 0.00, 0.01, 0.00, 0.00, 0.00, 0.00, 0.00, 0.00, 0.00, 0.00, 0.00, 0.00, 0.01, 0.00, 0.00, 0.00, 0.00, 0.00, 0.00, 0.00, 0.01, 0.00, 0.00, 0.00, 0.02, 0.00, 0.00, 0.00, 0.00, 0.00, 0.00, 0.00, 0.00, 0.00, 1.21, -0.21, 0.25, -0.10, 0.22, -0.10, 0.30, 0.00, 0.00, 0.02, 0.00, 0.01], "homo_lumo_gap_ev": [6.33, 6.54], "total_charge": -1, "s_squared": 2.0497, "spin_multiplicity": 3, "lumo_energy_ev": [2.40, 1.81], "homo_energy_ev": [-3.9, -4.7]}

=====

Looking at F_max for the records above, in order, we have 0.21 2.15 eV Å⁻¹.
Looking at E_tot for the records above, in order, we have -188615.906 -232677.172 eV.